i.
An isolated ion of composition C8H15N2 and charge +1. Source: OMol25; level of theory: the ωB97M-V functional and the def2-TZVPD basis.

The geometry in XYZ format:
```
25
Properties=species:S:1:pos:R:3
C -0.279 1.967 0.367
C 1.707 0.400 0.366
C -1.020 1.503 -0.944
C -1.335 -0.019 -0.942
C -1.828 -0.593 0.350
C -1.195 -1.839 0.818
C -2.742 -0.067 1.099
C 3.999 -0.179 -0.172
N 0.963 1.291 0.525
N 2.683 -0.446 0.420
H 0.189 3.006 0.422
H -1.874 2.171 -0.968
H -0.331 1.832 -1.721
H -2.129 -0.423 -1.588
H -0.431 -0.690 -1.320
H -1.560 -2.081 1.810
H -0.032 -1.582 0.917
H -1.154 -2.664 0.140
H -3.114 -0.681 1.846
H -3.352 0.756 0.838
H -0.816 1.972 1.292
H 4.463 0.707 0.358
H 3.891 0.123 -1.181
H 4.573 -1.063 -0.121
H 2.698 -1.391 0.804
```

Results
HOMO, eV: -12.7
SMILES string: C=C(C)CCCN=C=[NH+]C
Net charge: +1
Orbital gap, eV: 9.1



ii.
An isolated ion of composition C8H15N2 and charge +1. Source: OMol25; level of theory: the ωB97M-V functional and the def2-TZVPD basis.

The geometry in XYZ format:
```
25
Properties=species:S:1:pos:R:3
C -1.284 1.491 -0.382
C 0.166 0.059 -1.487
C -2.025 2.468 -0.004
C -0.058 0.126 0.977
C 0.637 -0.477 -2.797
C -1.031 -0.731 1.718
C 0.965 0.858 1.767
C 1.321 -1.658 -0.178
N 0.480 -0.435 -0.297
N -0.730 1.013 -1.550
H -2.408 3.051 -0.764
H -2.114 2.608 1.030
H 1.539 -1.024 -2.658
H 0.840 0.486 -3.318
H -0.015 -0.914 -3.517
H -1.924 -1.009 1.066
H -1.289 -0.029 2.427
H -0.529 -1.565 2.177
H 0.395 1.228 2.606
H 1.287 1.783 1.184
H 1.723 0.188 2.115
H 0.714 -2.542 -0.461
H 2.177 -1.544 -0.743
H 1.634 -2.075 0.851
H -0.976 1.554 -2.393
```

Results
HOMO, eV: -13.0
Net charge: +1
Orbital gap, eV: 9.8



iii.
An isolated ion of composition C8H15N2 and charge +1. Source: OMol25; level of theory: the ωB97M-V functional and the def2-TZVPD basis.

The geometry in XYZ format:
```
25
Properties=species:S:1:pos:R:3
C -1.257 0.561 0.068
C -1.269 -0.758 -0.028
C 1.274 -0.581 0.027
C -0.030 1.354 0.373
C -2.515 1.376 -0.109
C -2.321 -1.797 -0.099
C 2.422 -1.554 -0.196
C 2.407 1.604 -0.124
N 1.272 0.741 0.125
N 0.235 -1.334 0.302
H -0.191 2.222 -0.140
H 0.084 1.764 1.349
H -2.374 2.244 -0.610
H -3.051 1.490 0.946
H -3.361 0.999 -0.763
H -1.836 -2.614 -0.703
H -3.112 -1.425 -0.610
H -2.790 -2.196 0.774
H 3.421 -1.049 -0.458
H 2.211 -2.245 -0.895
H 2.687 -1.982 0.668
H 2.426 2.172 0.727
H 3.381 0.982 -0.153
H 2.114 2.367 -0.967
H 0.172 -2.339 0.494
```

Results
HOMO, eV: -12.8
SMILES string: CC1=[NH+]C(C)=C(C)CN1C
Net charge: +1
Orbital gap, eV: 9.9



Most stable = iii



i.
An isolated ion of composition C8H15N2 and charge +1. Source: OMol25; level of theory: the ωB97M-V functional and the def2-TZVPD basis.

The geometry in XYZ format:
```
25
Properties=species:S:1:pos:R:3
C -0.982 -1.753 1.261
C -1.953 -0.722 0.844
C 0.263 -1.866 0.717
C -1.678 0.080 -0.190
C 0.619 -1.009 -0.515
C -0.286 0.220 -0.586
C 0.513 1.455 1.565
C 0.253 1.529 0.058
N 1.998 -0.668 -0.523
N -0.200 0.539 -2.224
H -1.462 -2.285 2.014
H -3.027 -0.862 1.124
H 1.002 -2.417 1.171
H -2.341 0.763 -0.538
H 0.460 -1.637 -1.388
H -0.439 1.525 2.077
H 1.100 2.284 1.934
H 0.966 0.514 1.822
H 1.242 1.692 -0.416
H -0.417 2.292 -0.148
H 2.287 -0.288 0.418
H 2.607 -1.369 -0.834
H 0.762 0.949 -2.440
H -1.009 1.277 -2.417
H -0.278 -0.242 -2.789
```

Results
HOMO, eV: -12.4
SMILES string: CC[C@]1([NH3+])C=CC=C[C@@H]1N
Net charge: +1
Orbital gap, eV: 8.9



ii.
An isolated ion of composition C8H15N2 and charge +1. Source: OMol25; level of theory: the ωB97M-V functional and the def2-TZVPD basis.

The geometry in XYZ format:
```
25
Properties=species:S:1:pos:R:3
C 0.766 0.224 -1.514
C -0.598 0.290 -1.163
C 1.627 0.221 -0.360
C -1.555 0.201 -2.307
C 3.101 -0.059 -0.246
C -2.008 -1.400 0.667
C 1.141 0.810 2.115
C -1.791 0.118 0.963
N -0.824 0.616 0.141
N 1.020 0.311 0.783
H 1.164 0.338 -2.529
H -1.133 0.119 -3.308
H -2.332 -0.664 -2.178
H -2.100 1.208 -2.225
H 3.743 0.641 -0.783
H 3.416 0.108 0.744
H 3.098 -1.046 -0.803
H -2.509 -1.628 -0.322
H -2.598 -1.962 1.452
H -1.121 -1.994 0.375
H 0.252 0.739 2.645
H 1.773 0.072 2.748
H 1.541 1.788 2.167
H -1.368 0.293 1.917
H -2.704 0.654 1.022
```

Results
HOMO, eV: -13.1
Net charge: +1
Orbital gap, eV: 8.3



Most stable = i



i.
One molecule with the formula C5H10N4O2. Source: OMol25; level of theory: the ωB97M-V functional and the def2-TZVPD basis.

The geometry in XYZ format:
```
21
Properties=species:S:1:pos:R:3
C -0.870 -1.669 -0.191
C 3.035 -1.909 0.208
C 2.443 -0.509 -0.136
C -2.191 0.405 0.888
C -3.349 -0.022 -0.078
N 0.446 -1.633 -0.470
N 1.011 -0.616 0.093
N -1.046 -0.401 0.527
N 0.154 0.178 0.684
O -1.773 -2.305 -0.632
O -3.203 0.672 -1.322
H 2.620 -2.145 1.152
H 2.770 -2.746 -0.390
H 4.121 -1.897 0.297
H 2.783 0.195 0.592
H 2.654 -0.123 -1.140
H -1.905 1.509 0.666
H -2.472 0.225 1.997
H -4.317 0.291 0.360
H -3.363 -1.066 -0.290
H -3.178 -0.054 -2.027
```

Results
HOMO, eV: -8.8
Net charge: 0
Orbital gap, eV: 9.4



ii.
One molecule with the formula C5H10N4O2. Source: OMol25; level of theory: the ωB97M-V functional and the def2-TZVPD basis.

The geometry in XYZ format:
```
21
Properties=species:S:1:pos:R:3
C 0.375 0.651 1.264
C -0.781 0.188 0.483
C 1.004 0.240 -0.985
C 1.029 -0.196 -3.236
C -2.445 -1.426 1.361
N 1.709 0.263 -1.979
N 1.454 0.626 0.325
N 0.601 0.875 2.530
N -2.103 -0.068 0.852
O -0.364 -0.013 -0.868
O 2.620 1.376 0.649
H 0.030 -0.241 -3.069
H 1.468 -1.169 -3.577
H 1.227 0.646 -3.995
H -1.818 -1.734 2.238
H -3.528 -1.315 1.535
H -2.271 -2.367 0.622
H 1.498 1.421 2.730
H -0.355 1.056 3.059
H -2.693 -0.002 0.046
H 3.342 1.188 0.013
```

Results
HOMO, eV: -6.6
SMILES string: C/N=c1\oc(NC)c(N)n1O
Net charge: 0
Orbital gap, eV: 7.3



Most stable = i



i.
A 2-piece molecular cluster, C3H12N2 overall. Source: OMol25; level of theory: the ωB97M-V functional and the def2-TZVPD basis.

The geometry in XYZ format:
```
17
Properties=species:S:1:pos:R:3
C 0.132 0.623 -4.885
N -0.633 0.620 -3.646
H 0.602 1.618 -5.045
H -0.547 0.583 -5.754
H 0.764 -0.262 -4.936
H -0.076 0.509 -2.811
H -1.130 1.488 -3.492
C 0.184 -0.248 4.092
C 0.014 -0.162 2.554
N 0.393 -1.524 2.011
H 0.994 -0.785 4.548
H 0.446 0.814 4.388
H -0.671 -0.518 4.732
H -1.031 0.177 2.555
H 0.731 0.522 2.130
H 0.111 -1.362 1.046
H -0.283 -2.093 2.515
```

Results
HOMO, eV: -9.2
SMILES string: CCN.CN
Net charge: 0
Orbital gap, eV: 10.0



ii.
A 2-piece molecular cluster, C3H12N2 overall. Source: OMol25; level of theory: the ωB97M-V functional and the def2-TZVPD basis.

The geometry in XYZ format:
```
17
Properties=species:S:1:pos:R:3
C -2.128 0.583 2.448
C -1.524 -0.751 2.023
H -3.028 0.425 3.072
H -1.427 1.192 3.032
H -2.302 1.257 1.600
H -1.002 -1.107 2.984
H -0.812 -0.475 1.261
H -2.260 -1.498 1.609
N 1.339 -1.261 -2.667
C 1.414 -0.139 -1.536
N 1.722 1.288 -1.784
H 1.714 -0.695 -3.300
H 2.197 -1.822 -2.318
H 2.312 -0.421 -0.933
H 0.404 -0.043 -1.024
H 0.926 1.825 -2.133
H 2.454 1.639 -2.334
```

Results
HOMO, eV: -9.4
SMILES string: NCN.CC
Net charge: 0
Orbital gap, eV: 10.3



Most stable = i



i.
CH2N2O2 as an isolated structure. Source: OMol25; level of theory: the ωB97M-V functional and the def2-TZVPD basis.

The geometry in XYZ format:
```
7
Properties=species:S:1:pos:R:3
C 1.210 0.204 0.072
N -1.363 -1.288 -0.126
N -0.149 0.185 -0.093
O -2.286 -0.612 0.048
O -0.981 1.122 -0.165
H 1.795 -0.647 0.005
H 1.775 1.035 0.258
```

Results
HOMO (spin up / spin down), eV: -9.1 / -9.1
Net charge: 0
Orbital gap (spin up / spin down), eV: 8.1 / 8.1



ii.
One molecule with the formula CH2N2O2. Source: OMol25; level of theory: the ωB97M-V functional and the def2-TZVPD basis.

The geometry in XYZ format:
```
7
Properties=species:S:1:pos:R:3
C -1.785 -0.455 1.313
N 1.723 0.131 0.479
N -0.162 -0.199 1.557
O -2.485 -0.784 2.190
O 0.442 -0.049 0.439
H -2.020 -0.248 0.261
H 2.045 0.230 -0.487
```

Results
HOMO (spin up / spin down), eV: -10.2 / -10.1
Net charge: 0
Orbital gap (spin up / spin down), eV: 9.2 / 9.5



Most stable = i



i.
A 2-piece molecular cluster, C4H7N3O4 overall. Source: OMol25; level of theory: the ωB97M-V functional and the def2-TZVPD basis.

The geometry in XYZ format:
```
18
Properties=species:S:1:pos:R:3
C 0.257 -1.058 0.748
C 2.368 0.205 0.066
C -3.256 0.481 -0.323
C 1.795 0.900 -1.127
N 1.688 -0.613 0.818
N -3.713 -0.611 -0.292
N -2.094 1.118 0.246
O -0.381 -0.881 -0.399
O -1.413 1.745 -0.517
O -4.271 -1.642 -0.456
O -1.941 0.917 1.439
H -0.223 -0.566 1.628
H 0.416 -2.139 0.993
H 3.391 0.325 0.270
H 0.797 1.465 -1.110
H 1.649 0.078 -1.861
H 2.599 1.475 -1.583
H 2.332 -1.199 1.460
```

Results
HOMO, eV: -7.7
Net charge: 0
Orbital gap, eV: 7.2



ii.
A 2-piece molecular cluster, C4H7N3O4 overall. Source: OMol25; level of theory: the ωB97M-V functional and the def2-TZVPD basis.

The geometry in XYZ format:
```
18
Properties=species:S:1:pos:R:3
C 0.476 -0.182 -0.767
C 3.734 0.482 0.490
C -0.356 -0.066 1.560
C 1.357 -0.828 -1.752
N -0.328 0.873 -1.125
N 2.324 -1.693 -1.459
N 0.400 -0.671 0.513
O 4.425 0.316 -0.410
O 3.009 0.643 1.327
O 3.136 -1.949 -2.346
O 2.411 -2.172 -0.241
H -0.561 0.984 1.261
H 0.129 -0.309 2.451
H -1.370 -0.443 1.594
H 1.277 -0.430 -2.840
H -0.231 1.157 -2.103
H -1.066 1.022 -0.488
H 1.259 -1.369 0.623
```

Results
HOMO, eV: -8.6
SMILES string: CN/C(N)=C\[N+](=O)[O-].O=C=O
Net charge: 0
Orbital gap, eV: 8.9



Most stable = ii



i.
A 11-piece molecular cluster, C22H44O44S11 overall. Source: OMol25; level of theory: the ωB97M-V functional and the def2-TZVPD basis.

The geometry in XYZ format:
```
121
Properties=species:S:1:pos:R:3
C -4.022 5.182 -5.588
C -5.280 4.295 -5.317
O -5.297 4.009 -3.942
S -4.178 4.983 -3.040
O -3.618 4.145 -2.033
O -4.819 6.302 -2.778
O -3.230 4.940 -4.423
H -4.290 6.232 -5.705
H -3.485 5.186 -6.536
H -5.355 3.299 -5.753
H -6.178 4.815 -5.650
C 0.330 1.390 -6.215
C 1.709 1.203 -6.935
O 1.594 2.251 -7.765
S 0.085 2.292 -8.590
O 0.047 1.430 -9.790
O -0.401 3.678 -8.797
O -0.578 1.515 -7.266
H 0.251 2.267 -5.573
H 0.018 0.564 -5.575
H 1.908 0.227 -7.379
H 2.388 1.489 -6.132
C -0.263 0.280 0.644
C -0.009 -0.988 -0.191
O -0.430 -1.949 0.759
S 0.199 -1.646 2.231
O 1.638 -1.870 2.256
O -0.569 -2.369 3.300
O -0.086 -0.099 1.996
H -1.296 0.616 0.553
H 0.365 1.140 0.411
H 1.055 -0.990 -0.429
H -0.558 -0.990 -1.133
C 3.138 5.671 -5.075
C 3.755 6.692 -4.114
O 2.978 6.578 -3.027
S 1.385 6.058 -3.300
O 0.450 7.219 -3.289
O 1.117 4.962 -2.387
O 1.738 5.597 -4.844
H 3.474 4.662 -4.838
H 3.352 5.888 -6.122
H 3.609 7.623 -4.662
H 4.787 6.513 -3.812
C 1.097 -7.143 6.502
C 2.027 -6.595 7.561
O 2.707 -7.717 7.975
S 1.723 -9.018 8.221
O 1.142 -8.876 9.550
O 2.190 -10.371 7.794
O 0.656 -8.437 7.066
H 1.603 -7.192 5.538
H 0.268 -6.466 6.294
H 1.405 -6.183 8.355
H 2.737 -5.898 7.116
C 3.631 6.090 3.744
C 3.852 5.121 2.626
O 5.246 4.857 2.529
S 6.086 5.532 3.825
O 6.489 6.968 3.524
O 7.084 4.631 4.421
O 4.696 5.598 4.657
H 2.646 6.153 4.207
H 3.940 7.073 3.390
H 3.363 5.395 1.691
H 3.266 4.245 2.904
C 7.583 1.902 -2.059
C 7.032 3.251 -2.362
O 5.657 3.260 -2.053
S 5.158 1.789 -1.617
O 4.073 1.421 -2.507
O 4.963 1.741 -0.202
O 6.553 0.963 -2.044
H 8.106 1.830 -1.105
H 8.237 1.497 -2.831
H 7.181 3.322 -3.439
H 7.595 4.062 -1.899
C -2.468 -3.754 8.931
C -3.408 -3.278 10.010
O -3.086 -3.857 11.246
S -1.815 -4.955 11.059
O -2.026 -6.320 11.633
O -0.520 -4.380 11.194
O -2.034 -5.005 9.406
H -1.660 -3.023 8.939
H -2.830 -3.782 7.903
H -4.328 -3.734 9.645
H -3.483 -2.196 10.110
C -4.829 -1.465 -5.961
C -6.244 -1.291 -5.598
O -6.331 -1.293 -4.183
S -4.866 -1.038 -3.408
O -4.366 -2.319 -2.914
O -4.941 0.147 -2.566
O -4.314 -0.730 -4.931
H -4.511 -1.060 -6.922
H -4.609 -2.461 -5.577
H -7.021 -1.990 -5.905
H -6.460 -0.286 -5.962
C 1.462 -5.778 -2.212
C 2.195 -6.998 -2.854
O 3.538 -6.619 -3.174
S 3.644 -4.977 -3.249
O 3.606 -4.405 -4.604
O 4.770 -4.488 -2.458
O 2.191 -4.601 -2.481
H 1.203 -5.857 -1.156
H 0.430 -5.713 -2.557
H 1.622 -7.104 -3.775
H 2.220 -7.915 -2.266
C -7.099 -0.165 4.062
C -5.562 -0.012 3.940
O -5.020 -1.290 4.303
S -6.041 -2.520 3.752
O -6.211 -3.427 4.907
O -5.550 -2.987 2.503
O -7.311 -1.408 3.517
H -7.655 0.620 3.550
H -7.242 -0.290 5.135
H -5.260 0.848 4.537
H -5.204 0.062 2.913
```

Results
HOMO, eV: -10.9
SMILES string: O=S1(=O)OCCO1.O=S1(=O)OCCO1.O=S1(=O)OCCO1.O=S1(=O)OCCO1.O=S1(=O)OCCO1.O=S1(=O)OCCO1.O=S1(=O)OCCO1.O=S1(=O)OCCO1.O=S1(=O)OCCO1.O=S1(=O)OCCO1.O=S1(=O)OCCO1
Net charge: 0
Orbital gap, eV: 10.7



ii.
C22H44O44S11 as an isolated structure. Source: OMol25; level of theory: the ωB97M-V functional and the def2-TZVPD basis.

The geometry in XYZ format:
```
121
Properties=species:S:1:pos:R:3
C 15.052 19.006 14.608
C 14.233 19.622 13.416
O 13.344 20.558 14.082
S 13.106 20.271 15.602
O 11.832 19.727 15.840
O 13.568 21.428 16.330
O 14.091 19.031 15.715
H 15.928 19.640 14.756
H 15.388 17.996 14.441
H 13.743 18.878 12.800
H 14.896 20.333 12.885
C 12.955 9.384 12.299
C 12.350 8.213 12.971
O 13.242 7.890 14.076
S 14.695 8.163 13.589
O 15.174 6.943 13.085
O 15.369 8.951 14.466
O 14.339 8.966 12.233
H 12.823 10.244 12.845
H 12.662 9.555 11.283
H 12.300 7.323 12.326
H 11.400 8.320 13.445
C 21.426 17.649 20.708
C 21.494 16.102 20.804
O 20.237 15.607 20.345
S 19.431 16.715 19.555
O 18.319 17.106 20.367
O 19.273 16.355 18.203
O 20.598 17.835 19.547
H 22.451 18.019 20.462
H 20.971 18.144 21.595
H 21.707 15.674 21.742
H 22.265 15.781 20.153
C 15.368 16.153 20.806
C 15.250 16.821 19.404
O 13.772 17.047 19.255
S 12.896 16.353 20.388
O 11.981 15.508 19.706
O 12.519 17.359 21.263
O 14.083 15.540 21.089
H 15.617 16.937 21.580
H 16.087 15.418 20.960
H 15.527 16.236 18.531
H 15.696 17.728 19.320
C 11.625 15.828 16.670
C 10.254 15.328 17.027
O 10.296 13.915 16.646
S 11.188 13.763 15.358
O 10.423 13.729 14.188
O 12.287 12.913 15.643
O 11.735 15.329 15.357
H 12.334 15.386 17.329
H 11.610 16.994 16.622
H 9.447 15.758 16.443
H 10.011 15.408 18.035
C 15.779 14.422 9.770
C 14.465 15.355 9.859
O 13.745 14.955 11.013
S 14.448 13.666 11.719
O 13.846 12.482 11.208
O 14.564 13.920 13.101
O 15.869 13.909 11.114
H 16.714 15.029 9.616
H 15.697 13.592 9.113
H 13.805 15.173 8.965
H 14.723 16.392 9.943
C 19.734 14.857 15.233
C 20.486 16.119 14.888
O 19.437 16.967 14.422
S 18.244 16.075 13.731
O 18.266 16.228 12.312
O 17.087 16.223 14.554
O 18.809 14.672 14.079
H 19.177 14.884 16.176
H 20.392 13.998 15.241
H 21.237 15.867 14.121
H 21.073 16.605 15.752
C 12.820 11.517 20.692
C 13.271 10.578 19.575
O 14.190 9.655 20.356
S 13.387 9.269 21.692
O 14.487 9.044 22.560
O 12.346 8.317 21.536
O 12.767 10.725 21.900
H 11.825 11.930 20.639
H 13.561 12.311 20.933
H 13.835 11.062 18.765
H 12.473 10.138 19.073
C 20.302 11.621 17.795
C 20.502 12.513 19.046
O 21.909 13.051 18.837
S 22.262 13.294 17.246
O 23.507 12.738 16.950
O 21.977 14.617 16.937
O 21.097 12.353 16.728
H 19.318 11.643 17.277
H 20.682 10.597 17.731
H 20.513 11.873 19.953
H 19.790 13.277 19.286
C 15.952 13.508 15.652
C 15.880 11.953 15.827
O 15.909 11.701 17.249
S 16.117 12.967 18.067
O 17.176 12.691 18.924
O 14.939 13.542 18.527
O 16.634 13.892 16.892
H 15.005 14.057 15.749
H 16.667 13.754 14.840
H 16.748 11.444 15.406
H 14.958 11.513 15.472
C 17.309 8.442 20.870
C 17.226 9.678 20.018
O 18.606 10.077 19.851
S 19.408 8.774 19.515
O 20.705 8.950 20.193
O 19.415 8.361 18.137
O 18.494 7.854 20.431
H 16.461 7.833 20.674
H 17.311 8.573 21.923
H 16.726 10.517 20.438
H 16.729 9.385 19.128
```

Results
HOMO, eV: -11.1
Net charge: 0
Orbital gap, eV: 11.2



Most stable = ii